Entry 1:
A structure of composition C2H3O3S2, computed with ωB97M-V/def2-TZVPD.

- Electronic energy: -1100.10670 a.u.
- Charge: -1
- Largest force on an atom: 4.59 eV Å⁻¹

Last column: Löwdin charge in e.
Element x y z (Å)
C 0.142 -1.149 0.631  -0.876
C -0.337 0.028 -0.545  -0.163
O -2.729 -1.004 -1.147  -0.325
O -1.369 -1.501 0.924  -0.310
O -2.639 0.612 0.655  -0.307
S 1.203 -2.361 0.139  0.345
S -2.002 -0.449 -0.031  0.521
H 0.539 -0.827 1.562  0.020
H 0.155 -0.190 -1.417  0.027
H -0.197 1.097 -0.418  0.068

Entry 2:
A structure of composition BrNO3Pb2, computed with ωB97M-V/def2-TZVPD.

- Electronic energy: -3239.31792 a.u.
- Charge: +2
- Largest force on an atom: 6.09 eV Å⁻¹

Last column: Löwdin charge in e.
Element x y z (Å)
Pb -5.343 -5.602 -19.551  1.498
Pb -0.017 -5.207 -18.848  1.472
Br -2.829 -5.286 -18.033  -0.111
N -0.965 -8.354 -20.335  -0.463
O -1.116 -9.492 -19.678  0.032
O -0.433 -8.199 -21.525  0.006
O -1.410 -7.270 -19.706  -0.434

Entry 3:
An isolated molecule of C22H28ClN3O4S, computed with ωB97M-V/def2-TZVPD.

- Electronic energy: -2178.79161 a.u.
- SMILES: CCOCCCNC(=O)[C@H](c1ccc(Cl)cc1)N(Cc1cccs1)C(=O)CNC(C)=O
- Largest force on an atom: 0.63 eV Å⁻¹

Last column: Löwdin charge in e.
Element x y z (Å)
C 5.010 1.919 -3.133  -0.065
C 4.057 2.170 -4.301  -0.259
O 2.856 1.424 -4.231  -0.173
C 1.960 1.780 -3.201  -0.212
C 1.036 2.943 -3.589  -0.140
H 1.633 3.798 -3.910  0.111
H 0.420 2.629 -4.435  0.119
C 0.148 3.384 -2.428  -0.168
N -0.589 2.274 -1.860  0.087
C -0.558 1.992 -0.547  -0.423
O -0.023 2.705 0.281  0.058
C -1.166 0.623 -0.204  -0.130
N 0.003 -0.260 -0.057  0.008
C 0.450 -0.861 -1.175  -0.420
O -0.127 -0.728 -2.247  0.035
C 1.697 -1.730 -1.083  -0.081
N 2.152 -2.048 -2.413  0.066
C 3.382 -1.650 -2.833  -0.536
O 4.227 -1.245 -2.060  0.043
C 3.598 -1.775 -4.319  0.012
H 3.265 -0.843 -4.775  0.074
H 3.034 -2.604 -4.736  0.079
H 4.657 -1.901 -4.525  0.088
H 1.414 -2.158 -3.097  0.135
H 1.463 -2.641 -0.518  0.115
H 2.526 -1.208 -0.595  0.121
C 0.668 -0.246 1.230  -0.129
C 0.023 -1.171 2.213  -0.496
C -0.317 -0.923 3.506  -0.131
C -0.924 -2.030 4.142  -0.180
C -1.036 -3.104 3.324  -0.404
S -0.393 -2.793 1.760  1.038
H -1.454 -4.067 3.535  0.061
H -1.266 -2.017 5.161  0.106
H -0.147 0.022 3.988  0.119
H 0.626 0.777 1.620  0.133
H 1.719 -0.512 1.099  0.128
C -2.056 0.543 1.010  -0.172
C -2.067 1.501 2.013  -0.021
C -2.860 1.333 3.135  -0.096
C -3.639 0.196 3.258  -0.679
C -3.659 -0.761 2.255  -0.098
C -2.874 -0.577 1.134  -0.040
H -2.881 -1.323 0.353  0.121
H -4.278 -1.638 2.355  0.110
Cl -4.596 -0.040 4.677  0.676
H -2.863 2.077 3.916  0.108
H -1.449 2.380 1.924  0.110
H -1.720 0.244 -1.070  0.147
H -0.944 1.586 -2.508  0.139
H -0.555 4.150 -2.774  0.123
H 0.748 3.806 -1.616  0.122
H 1.361 0.883 -3.030  0.103
H 2.496 2.021 -2.276  0.129
H 3.841 3.245 -4.390  0.111
H 4.519 1.835 -5.233  0.119
H 6.005 2.266 -3.398  0.075
H 5.051 0.856 -2.907  0.058
H 4.693 2.451 -2.238  0.068

Entry 4:
A cluster of 2 separate species, C5H11N in total, computed with ωB97M-V/def2-TZVPD.

- Electronic energy: -251.76645 a.u.
- SMILES: C=CC.C=CN
- Largest force on an atom: 3.52 eV Å⁻¹

Last column: Löwdin charge in e.
Element x y z (Å)
C 1.091 -0.226 -3.860  -0.126
C 0.874 -1.679 -3.490  -0.231
C 1.977 -2.379 -3.235  -0.038
H 1.278 0.360 -2.962  0.073
H 0.211 0.102 -4.416  0.065
H 1.914 -0.140 -4.558  0.065
H -0.126 -2.059 -3.331  0.088
H 2.007 -3.465 -3.222  0.044
H 2.956 -1.963 -3.004  0.060
C -1.524 2.204 4.992  -0.042
C -0.983 1.548 3.964  -0.273
N -1.880 0.823 3.120  0.000
H -2.588 2.123 4.890  0.043
H -0.840 2.464 5.786  0.043
H -0.014 1.243 3.603  0.097
H -2.836 0.710 3.395  0.067
H -1.515 0.335 2.325  0.063

Entry 5:
A cluster of 2 separate species, C4H13N2O in total, computed with ωB97M-V/def2-TZVPD.

- Electronic energy: -344.65316 a.u.
- Charge: +1
- Largest force on an atom: 4.30 eV Å⁻¹

Last column: Löwdin charge in e.
Element x y z (Å)
C 2.255 0.707 -0.750  -0.100
C 1.617 0.773 1.620  -0.131
C -2.420 0.329 -1.463  0.031
C -1.349 -1.173 0.015  -0.167
N -1.333 -2.220 0.711  0.271
N 1.158 0.632 0.250  -0.236
O -2.338 -1.002 -0.822  -0.007
H 2.952 -0.212 -0.719  0.114
H 1.702 0.681 -1.656  0.056
H 2.846 1.604 -0.554  0.083
H 0.682 0.556 2.172  0.084
H 2.252 -0.003 1.874  0.053
H 2.152 1.647 1.968  0.088
H -1.576 0.575 -2.069  0.091
H -2.572 1.036 -0.660  0.097
H -3.388 0.269 -2.034  0.129
H -0.509 -0.414 0.191  0.142
H -0.587 -2.435 1.408  0.193
H -2.086 -2.758 0.533  0.107
H 0.545 1.409 -0.015  0.102

Entry 6:
An isolated molecule of CH5ClNOPS, computed with ωB97M-V/def2-TZVPD.

- Electronic energy: -1370.82776 a.u.
- SMILES: CN[P@](O)(=S)Cl
- Largest force on an atom: 4.23 eV Å⁻¹

Last column: Löwdin charge in e.
Element x y z (Å)
C 1.498 0.360 0.769  -0.141
N 0.309 -0.512 0.624  -0.345
O -1.159 -0.721 -2.057  -0.390
P -1.124 0.085 -0.083  0.030
S -1.300 2.069 -0.113  0.201
Cl -2.574 -1.091 0.536  0.369
H 0.868 1.267 0.846  -0.008
H 1.971 -0.034 1.737  0.107
H 2.061 0.178 -0.166  0.086
H 0.351 -1.559 0.613  0.104
H -0.901 -0.042 -2.706  -0.015

Entry 7:
A structure of composition C43H43MnN6O3P2STe, computed with ωB97M-V/def2-TZVPD.

- 2S+1: 2
- Electronic energy: -4718.23332 a.u.
- Charge: +1
- Largest force on an atom: 1.50 eV Å⁻¹

Last column: Mulliken spin population.
Element x y z (Å)
Mn -1.162 0.553 -0.778  1.069
Te 1.616 2.536 1.522  0.000
C 3.035 2.483 3.058  0.001
C 3.027 3.466 4.037  0.001
C 3.920 3.356 5.094  0.000
N 4.787 2.358 5.226  0.000
C 4.788 1.429 4.274  0.000
C 3.939 1.439 3.176  -0.001
C 1.309 0.461 1.152  -0.003
P 1.381 0.258 -0.683  -0.025
C 2.844 1.236 -1.180  -0.004
C 4.076 0.968 -0.587  -0.002
C 5.178 1.759 -0.869  -0.001
C 5.075 2.810 -1.771  0.000
C 3.872 3.036 -2.425  0.000
C 2.767 2.249 -2.130  0.000
C 2.047 -1.420 -0.951  -0.007
C 2.012 -1.968 -2.231  -0.004
C 2.527 -3.231 -2.463  0.000
C 3.083 -3.958 -1.417  -0.001
C 3.129 -3.414 -0.142  0.000
C 2.612 -2.146 0.090  -0.004
P -0.473 0.345 1.558  -0.064
C -1.084 -1.318 2.037  0.003
C -2.371 -1.665 1.644  0.003
C -2.921 -2.878 2.038  0.001
C -2.189 -3.746 2.832  0.000
C -0.910 -3.394 3.251  0.000
C -0.365 -2.182 2.861  0.000
C -0.690 1.062 3.221  -0.006
C -1.880 1.696 3.553  -0.001
C -2.085 2.157 4.847  -0.001
C -1.102 1.983 5.810  0.000
C 0.084 1.341 5.480  0.000
C 0.292 0.876 4.191  -0.001
H 2.330 4.295 4.010  0.000
H 3.919 4.101 5.882  0.000
H 5.506 0.625 4.396  0.000
H 3.960 0.636 2.452  0.000
H 4.175 0.138 0.100  0.000
H 6.124 1.549 -0.387  0.000
H 5.935 3.430 -1.982  0.000
H 3.800 3.812 -3.177  0.000
H 1.854 2.393 -2.699  -0.001
H 1.569 -1.409 -3.049  -0.001
H 2.494 -3.654 -3.459  0.000
H 3.484 -4.947 -1.599  0.000
H 3.569 -3.976 0.672  0.000
H 2.620 -1.713 1.085  -0.001
H -2.954 -0.994 1.022  -0.001
H -3.918 -3.146 1.715  0.000
H -2.612 -4.696 3.131  0.000
H -0.346 -4.061 3.889  0.000
H 0.633 -1.911 3.185  0.000
H -2.651 1.830 2.803  -0.001
H -3.015 2.648 5.103  0.000
H -1.261 2.342 6.818  0.000
H 0.854 1.201 6.228  0.000
H 1.221 0.383 3.932  -0.001
N 0.595 5.566 0.252  0.000
C -0.308 5.476 -0.951  0.001
C -1.117 4.191 -0.938  0.006
N -0.343 2.994 -1.262  0.009
H 1.240 6.354 0.188  0.000
H 1.162 4.694 0.372  0.000
H 0.054 5.662 1.112  0.000
H 0.343 5.540 -1.823  0.000
H -0.956 6.351 -0.927  0.000
H -1.926 4.322 -1.655  -0.001
H -1.599 4.062 0.037  -0.001
H 0.658 3.155 -1.266  -0.001
H -0.604 2.646 -2.180  -0.002
N -5.232 -6.714 -7.076  0.000
C -4.657 -6.117 -6.281  0.000
C -3.939 -5.368 -5.285  0.000
C -4.385 -4.103 -4.911  0.000
C -3.707 -3.392 -3.940  0.000
C -2.572 -3.943 -3.357  -0.001
C -2.112 -5.196 -3.734  0.000
C -2.802 -5.912 -4.696  0.000
N -1.881 -3.216 -2.352  0.003
C -1.166 -3.724 -1.283  -0.005
C -0.656 -2.658 -0.634  0.007
N -1.019 -1.486 -1.284  -0.007
C -1.758 -1.880 -2.307  0.033
H -5.272 -3.688 -5.371  0.000
H -4.070 -2.424 -3.620  0.000
H -1.209 -5.601 -3.298  0.000
H -2.455 -6.890 -5.000  0.000
H -1.140 -4.774 -1.057  -0.001
H -0.036 -2.664 0.239  0.002
H -2.182 -1.234 -3.052  0.002
C -4.863 1.883 -2.343  -0.001
S -3.338 1.290 -1.709  -0.015
O -2.965 2.055 -0.511  0.016
O -3.470 -0.117 -1.354  0.008
O -2.284 1.454 -2.739  0.000
H -5.663 1.445 -1.752  0.000
H -4.942 1.582 -3.384  0.000
H -4.879 2.966 -2.257  0.000

Entry 8:
A structure of composition C11H15ClMnNO3PrS, computed with ωB97M-V/def2-TZVPD.

- 2S+1: 7
- Electronic energy: -3234.93631 a.u.
- Charge: -1
- Largest force on an atom: 3.55 eV Å⁻¹

Last column: Mulliken spin population.
Element x y z (Å)
Mn 1.456 0.825 0.000  4.513
Cl -0.157 2.303 -1.058  0.045
C 1.486 -0.849 -1.023  -0.259
H 1.740 -1.508 -0.148  0.020
H 2.319 -0.711 -1.755  0.026
H 0.384 -0.880 -1.316  0.014
Pr 1.760 3.777 -1.953  2.029
C 1.598 3.902 -4.469  -0.016
C 0.584 5.546 -0.766  -0.023
C 3.171 2.054 -0.615  -0.442
H 0.640 5.227 0.312  0.002
H 1.316 6.315 -0.960  0.001
H -0.390 5.951 -1.054  0.000
H 2.062 2.989 -4.932  0.002
H 0.715 4.207 -5.038  0.000
H 2.323 4.700 -4.582  0.001
H 4.069 1.577 -1.108  0.027
H 3.654 2.252 0.378  0.020
O -3.581 -1.028 3.622  0.001
S -2.302 -1.656 3.739  0.000
O -1.901 -2.193 5.008  0.001
N -1.149 -0.766 3.121  0.009
C -0.548 -1.060 1.957  0.021
O 0.293 -0.371 1.294  0.003
C -1.154 -2.428 1.522  0.005
C -0.951 -3.270 0.361  -0.005
C -1.640 -4.522 0.258  -0.001
C -2.550 -4.916 1.261  -0.001
C -2.806 -4.070 2.346  0.001
C -2.101 -2.864 2.440  -0.003
H -0.270 -3.053 -0.497  0.009
H -1.477 -5.225 -0.598  0.000
H -3.050 -5.886 1.162  0.000
H -3.543 -4.367 3.089  0.000

- Among the records above, which one has the lowest electronic energy?
  C43H43MnN6O3P2STe